Record 1
Here is a molecular structure, C32H46BrN3P2SSr at a distorted geometry from the Open Molecules 2025 dataset. Energies are from the ωB97M-V functional and the def2-TZVPD basis.

```
86
C32H46BrN3P2SSr the ωB97M-V functional and the def2-TZVPD basis
N -6.92039 5.20813 -5.44847
C -6.74240 5.82045 -4.26946
C -5.82459 5.34454 -3.32095
C -5.06199 4.16935 -3.58051
C -5.34700 3.51055 -4.80395
C -6.22699 4.09708 -5.74032
C -4.04551 3.61117 -2.66848
Sr 0.64113 1.05349 0.97647
P 5.91665 -1.01974 0.10994
C -3.22231 2.55934 -2.99615
C -2.37492 1.77256 -2.11326
C -1.29822 1.06468 -2.69144
C -0.50390 0.23936 -1.87965
C -1.03107 -0.13896 -0.63989
C -1.91256 0.71895 0.04339
C -2.61936 1.67928 -0.71139
Br 1.58611 -1.43064 2.01816
H -3.99688 4.11460 -1.68916
H -3.19606 2.28702 -4.06678
H -5.68201 5.90044 -2.40133
H -4.86684 2.56262 -5.03946
H -7.36890 6.70187 -4.06346
H -6.38841 3.61815 -6.71943
H -1.08342 1.11126 -3.77405
H -3.40364 2.25454 -0.21539
H 0.40583 -0.19702 -2.29569
H -2.09823 0.56642 1.12056
P -0.51651 -2.20796 0.04793
C 5.30655 0.71226 0.23227
C 6.45384 1.65160 -0.15952
H 4.97702 0.87691 1.27051
H 4.44879 0.80779 -0.45515
H 6.24818 2.66470 0.19532
H 7.40715 1.32633 0.27710
H 6.59201 1.70458 -1.24673
C 5.17791 -1.48805 -1.51830
C 5.97946 -2.59524 -2.20916
H 5.18046 -0.56730 -2.12642
H 4.13845 -1.79978 -1.32203
H 5.65048 -2.67882 -3.25065
H 7.05667 -2.37912 -2.20702
H 5.81942 -3.57125 -1.73452
C 4.88632 -1.95308 1.30664
C 5.64570 -2.27360 2.58957
H 4.56121 -2.87524 0.80232
H 3.99203 -1.34124 1.51254
H 5.01673 -2.87779 3.25113
H 6.56136 -2.83705 2.37407
H 5.93298 -1.37196 3.14379
C -0.39826 -3.84262 1.03868
C -1.54565 -4.84354 1.05090
H -0.11045 -3.55701 2.06230
H 0.48659 -4.34892 0.62928
H -2.50683 -4.41276 1.36789
H -1.66478 -5.31203 0.06356
H -1.28113 -5.63778 1.76525
C 0.68739 -2.65204 -1.30273
C 0.17083 -2.63134 -2.74058
H 1.03871 -3.66526 -1.06781
H 1.56611 -2.01062 -1.14277
H -0.73722 -3.25244 -2.84933
H -0.09773 -1.63617 -3.11958
H 0.97297 -3.00633 -3.40606
C -2.11371 -2.47990 -0.82395
C -3.33380 -2.02035 -0.01259
H -2.16239 -3.53692 -1.11017
H -2.05732 -1.90387 -1.75233
H -3.98528 -1.38218 -0.62834
H -3.91988 -2.88185 0.33886
H -3.04941 -1.43210 0.87179
N -2.00651 -1.43069 3.16688
C -1.59009 -0.31231 3.81653
N -0.80832 0.63121 3.28116
C -0.47631 1.61065 4.25433
C 0.46236 2.63045 4.07082
C 0.77817 3.43935 5.16221
C 0.15604 3.24311 6.40833
C -0.77575 2.20151 6.59879
C -1.09097 1.39511 5.50376
S -2.15907 -0.00592 5.44422
H -2.50333 -2.10184 3.75746
H -1.35299 -1.82457 2.48763
H 0.92941 2.74769 3.08654
H 1.51621 4.21917 5.01822
H 0.37793 3.91241 7.24075
H -1.26588 1.98449 7.55656
```

- HOMO energy (eV) = -11.97
- ΔE to the lowest compared entry with this formula, charge and spin (eV) = 2.432
- total charge = +2
- gap between HOMO and LUMO (eV) = 4.25
- molecular weight (g mol⁻¹) = 734.3


Record 2
Here is 8 unconnected molecules or ions with the total composition C13H42O8 at a distorted geometry from the Open Molecules 2025 dataset. Energies are from the ωB97M-V functional and the def2-TZVPD basis.

```
63
C13H42O8 the ωB97M-V functional and the def2-TZVPD basis
C -0.61150 -1.56018 3.59419
C 0.82209 -1.11433 3.16979
O 1.07525 -1.56327 1.88853
H -1.40068 -1.46285 2.79518
H -0.94330 -0.96842 4.43799
H -0.56851 -2.61670 3.89235
H 1.61084 -1.41166 3.86700
H 0.95779 -0.02528 3.17533
H 1.76288 -2.25863 2.01679
C 4.00951 1.52663 -0.05235
C 3.79140 0.30164 0.79716
O 3.41702 0.66846 2.11303
H 3.18037 2.04629 -0.49805
H 4.70116 1.37884 -0.84580
H 4.34415 2.32264 0.65081
H 4.82228 -0.10875 0.95006
H 3.09749 -0.39844 0.32568
H 4.06344 1.29115 2.38089
C 0.22666 1.90916 -0.93979
C -0.07942 0.63153 -0.11321
O -1.23105 -0.08045 -0.56187
H -0.08025 1.89284 -1.99064
H 1.19252 2.18468 -0.78773
H -0.33142 2.69902 -0.47971
H -0.25829 0.84035 0.93302
H 0.71730 -0.11698 -0.09220
H -0.95035 -0.97449 -0.87893
C 1.26779 -1.00400 -3.28018
C 2.61313 -0.38049 -2.98181
O 3.59243 -1.22256 -3.53330
H 1.23020 -1.96095 -2.76338
H 1.08239 -1.10100 -4.36111
H 0.45251 -0.49121 -2.84587
H 2.75391 -0.40180 -1.89281
H 2.75659 0.63524 -3.15854
H 4.35090 -1.00437 -3.08569
C -4.05534 1.54888 1.13228
C -4.70108 0.70425 -0.01466
O -3.83976 -0.46147 -0.16008
H -3.00059 1.61899 0.88155
H -4.01713 1.01356 2.06958
H -4.41894 2.63927 1.24830
H -4.71791 1.39289 -0.87165
H -5.73500 0.35943 0.14541
H -2.91408 -0.21191 -0.22098
C -0.27310 -2.88674 -0.24559
O -0.94015 -2.60501 -1.51834
H -0.94897 -2.50358 0.51795
H 0.62876 -2.39220 -0.32746
H -0.09327 -3.96671 -0.14048
H -0.68199 -3.20890 -2.17715
C -3.47865 -1.18402 -3.38032
O -4.75430 -0.82662 -2.93754
H -2.63992 -0.53618 -3.09736
H -3.42804 -0.85528 -4.46548
H -3.43150 -2.26201 -3.30587
H -4.65246 -0.87501 -1.99595
C 0.63725 2.93308 2.49621
O 0.62937 3.10404 3.88383
H 1.19422 2.01520 2.23347
H 1.18720 3.81860 2.03241
H -0.37849 2.94957 2.13619
H 1.38664 2.57621 4.23694
```

- SMILES string = CCO.CCO.CCO.CCO.CCO.CO.CO.CO
- HOMO energy (eV) = -9.56
- ΔE to the lowest compared entry with this formula, charge and spin (eV) = 5.234
- gap between HOMO and LUMO (eV) = 9.81
- molecular weight (g mol⁻¹) = 326.5


Going through the records in order, we get calculated total energy values of -138676.6843 -30537.3957 eV.